2 unconnected molecules or ions with the total composition C4H12NO in a non-equilibrium geometry, computed with the ωB97M-V functional and the def2-TZVPD basis.

Cartesian coordinates (Å):
C  0.269  0.033  1.610
C  0.507  -1.222  0.689
C  0.610  -1.011  -0.825
C  1.717  -0.505  -1.390
N  -0.072  1.207  0.685
H  -0.638  -0.033  2.347
H  1.028  0.398  2.296
H  1.241  -1.980  0.923
H  -0.394  -1.851  0.623
H  -0.435  -1.075  -1.375
H  1.645  -0.036  -2.418
H  2.659  -0.488  -0.834
H  -0.966  0.907  0.182
H  -0.161  2.157  1.092
H  0.595  1.067  -0.108
H  -2.063  0.386  -1.628
H  -3.114  1.317  -1.113
O  -2.429  0.729  -0.757

Cartesian forces, eV/Å:
C -1.882 0.533 1.101
C -1.637 -1.430 -1.070
C -1.047 1.828 -0.416
C -0.991 0.431 -1.213
N -0.545 -1.714 -0.982
H 1.442 -0.457 -1.681
H 0.743 -0.475 -0.478
H 0.698 0.515 0.939
H -0.134 0.338 1.281
H 2.492 0.135 0.816
H 0.539 -1.075 1.145
H -0.274 0.221 -0.253
H 0.296 1.104 0.751
H 0.318 -0.883 -0.346
H 0.010 1.040 0.554
H -0.536 0.295 1.549
H -0.098 0.109 0.581
O 0.608 -0.514 -2.278

Calculated values
LUMO level   -3.20 eV
Energy   -7872.14217 eV
Total charge   +1
Energy above the lowest of the compared OMol25 structures with the same formula, charge and spin   49.55 kcal/mol
Highest occupied orbital energy   -14.3 eV
HOMO-LUMO gap   11.07 eV